No. 1
Molecular formula: C6H13N4
Method: DFT, ωB97M-V/def2-TZVPD

ΔE to the lowest compared entry with this formula, charge and spin = 118.56 kcal/mol
highest occupied orbital energy = -0.4875 Ha
net charge = +1
max |F| = 5.6 eV/A
E = -455.0215 Eh

Structure (XYZ):
```
23
Properties=species:S:1:pos:R:3:forces:R:3
H 1.409 -1.974 -0.023 1.339 -0.011 0.682
H -5.210 -0.923 -0.192 -0.380 0.199 -0.347
N -1.163 -0.232 0.664 -4.915 -0.935 2.586
C -4.795 0.083 -0.245 1.247 -2.442 -2.637
N -2.515 0.270 -0.985 -0.627 0.512 0.459
H 1.374 1.347 -1.748 1.093 1.087 0.088
H -3.141 -0.916 1.997 0.283 0.337 0.094
H 2.653 1.922 0.456 -0.045 -1.846 -0.120
H 1.371 -0.252 -2.435 0.760 -0.610 0.584
C 2.833 0.794 0.608 -1.735 3.674 2.741
N -1.314 0.198 -0.522 -0.765 -0.387 -0.505
H -4.835 0.521 -1.259 -0.123 -0.498 0.544
C 2.254 -0.106 -0.334 0.469 -1.033 -2.578
H 3.019 -2.144 -0.893 -1.183 1.281 0.845
C 2.463 -1.556 -0.060 -0.347 -0.089 -2.538
H 3.866 0.761 0.867 1.302 -0.844 -0.673
C 1.529 0.317 -1.511 -1.112 -0.058 0.454
H 3.155 -1.552 0.736 -0.053 -0.994 1.600
H 0.461 0.265 -1.139 -0.319 -0.477 0.514
C -2.723 -0.437 1.122 4.257 0.530 -2.397
N -3.381 -0.087 0.049 2.226 0.605 -0.076
H -5.282 0.686 0.402 -1.199 2.030 2.335
H 2.500 0.585 1.700 -0.171 -0.031 -1.655
```
Forces are in eV/Å.

Löwdin atomic charge list, values in e, 8 entries: 0.137 0.108 0.037 0.018 0.048 0.101 0.118 0.137

---

No. 2
Molecular formula: C6H13N4O
Method: DFT, ωB97M-V/def2-TZVPD

ΔE to the lowest compared entry with this formula, charge and spin = 73.61 kcal/mol
highest occupied orbital energy = -0.4353 Ha
net charge = +1
max |F| = 4.1 eV/A
E = -530.3453 Eh
structure (SMILES) = NC(N)=C/C=C(/[O-])CC(=[NH2+])[NH3+]

Structure (XYZ):
```
24
Properties=species:S:1:pos:R:3:forces:R:3
H 0.648 2.330 -1.453 -0.888 -0.183 0.181
C 0.745 -1.027 -0.131 -0.142 2.449 -0.215
C -1.286 0.963 0.857 -0.341 1.201 0.536
O -2.973 -0.155 -0.434 -0.007 0.022 -0.138
H 0.950 2.671 1.244 0.635 -1.730 0.184
H 0.225 -2.931 0.905 -1.153 2.221 -0.339
H 2.852 -0.619 -0.297 -2.107 -0.758 1.632
H -1.098 0.664 1.950 -0.179 1.096 -1.466
N 0.507 -0.971 -1.510 3.527 0.423 -2.124
H -0.259 -1.429 -1.837 -3.267 -1.558 -0.234
N 1.191 1.713 0.883 -1.972 -0.004 -1.674
H 1.617 1.001 1.495 -0.367 1.196 -0.173
C -0.213 -1.873 0.622 2.177 -1.521 0.094
N 2.029 -0.951 0.315 1.936 -0.091 -0.961
C 0.050 1.107 0.148 1.636 -1.499 1.697
H 0.191 0.727 -1.969 0.345 0.681 1.938
H -1.948 1.883 0.714 0.700 -1.010 0.656
H -2.110 -2.222 1.142 -1.327 -0.857 0.695
H 2.185 -1.152 1.302 0.231 0.040 -0.725
C -1.460 -1.496 0.769 0.011 -0.643 -0.383
N -0.038 1.582 -1.245 2.269 -1.794 -0.505
C -2.025 -0.222 0.307 0.098 0.347 -0.093
H 1.188 -1.298 -2.249 0.079 0.596 1.793
H -0.968 1.705 -1.529 -1.893 1.375 -0.378
```
Forces are in eV/Å.

Löwdin atomic charge list, values in e, 8 entries: 0.175 -0.413 -0.084 0.128 0.111 0.175 0.169 0.163

---

No. 3
Molecular formula: C6H13N4S
Method: DFT, ωB97M-V/def2-TZVPD

ΔE to the lowest compared entry with this formula, charge and spin = 72.28 kcal/mol
highest occupied orbital energy = -0.4311 Ha
net charge = +1
max |F| = 5.4 eV/A
E = -853.2685 Eh
structure (SMILES) = [H]/N=C1/CC(=S)N(C)[C@H](C)N1[NH3+]

Structure (XYZ):
```
24
Properties=species:S:1:pos:R:3:forces:R:3
C 1.170 1.443 -0.792 1.004 1.297 2.588
C -0.739 -1.454 -1.400 2.476 1.049 -1.032
H -1.417 3.066 0.498 -0.646 0.262 0.205
H -1.720 -1.694 -1.466 -3.204 -0.848 -0.136
C 1.550 -1.977 0.855 -3.487 2.207 1.506
H 1.104 1.529 -1.833 0.063 -0.731 -1.785
H -0.524 -0.860 -2.292 0.081 0.552 0.306
S 3.413 0.267 0.286 -0.342 0.015 -0.253
N -2.151 0.919 0.875 3.095 -3.002 3.287
H 1.859 2.271 -0.499 -0.833 -0.217 -0.344
H 0.629 -2.446 1.232 0.849 -0.933 -0.182
H -2.182 0.013 1.573 -0.343 2.490 -2.043
H -1.028 -1.340 0.682 0.759 0.373 -0.150
H -1.752 1.704 1.557 -1.654 -0.899 -1.650
H 2.144 -1.681 1.690 0.452 0.261 0.583
N 0.958 -0.769 0.225 1.886 1.424 0.393
C -0.439 -0.763 -0.079 -1.209 -0.096 0.019
H -3.042 0.974 0.367 0.151 0.745 0.382
C -0.149 1.752 -0.190 -1.970 1.551 1.978
N -1.039 0.656 -0.004 0.794 -0.926 -1.280
H -0.155 -2.346 -1.627 0.114 -0.150 0.845
C 1.826 0.274 -0.105 -0.794 -1.565 -0.165
H 2.137 -2.458 0.177 1.320 -1.838 -1.805
N -0.455 2.921 0.267 1.440 -1.020 -1.268
```
Forces are in eV/Å.

Löwdin atomic charge list, values in e, 8 entries: -0.111 0.000 0.030 0.044 -0.029 0.123 0.100 0.784

---

Among the records above, which one has the lowest E? C6H13N4S

---

ΔE to the lowest compared entry with this formula, charge and spin of number 3 (C6H13N4S)? 72.28 kcal/mol